{
  "formula": "C61H49BaN11PS2",
  "method": "wB97M-V/def2-TZVPD",
  "species": ["Ba", "C", "C", "C", "C", "C", "N", "C", "C", "C", "C", "C", "C", "C", "C", "N", "C", "N", "C", "N", "C", "N", "C", "N", "C", "N", "C", "C", "C", "C", "C", "C", "C", "C", "C", "C", "C", "C", "C", "C", "N", "H", "H", "H", "H", "H", "H", "H", "H", "H", "H", "H", "H", "H", "H", "H", "H", "C", "C", "C", "C", "C", "C", "C", "P", "C", "C", "C", "C", "C", "C", "C", "C", "C", "C", "C", "C", "C", "C", "H", "H", "H", "H", "H", "H", "H", "H", "H", "H", "H", "H", "H", "H", "H", "H", "H", "H", "H", "H", "S", "C", "N", "C", "C", "S", "H", "H", "H", "H", "H", "C", "C", "C", "C", "N", "N", "C", "H", "H", "H", "H", "H", "H", "H", "H"],
  "positions_angstrom": [[0.10575, 0.02313, 1.08481], [6.76662, 2.29551, 1.59636], [7.10664, 0.98020, 1.22877], [6.13101, 0.00534, 1.08190], [4.80737, 0.37957, 1.28960], [3.54628, -0.37995, 1.26395], [3.51537, -1.70148, 1.12643], [2.46952, -2.48985, 1.41769], [2.59603, -3.94492, 1.53092], [3.63038, -4.82232, 1.22469], [3.42414, -6.17037, 1.46702], [2.21181, -6.63241, 2.01928], [1.18899, -5.75143, 2.33153], [1.39692, -4.39947, 2.06709], [0.55570, -3.21134, 2.25976], [-0.65326, -3.26151, 2.84456], [-1.34789, -2.19233, 3.21939], [-0.97478, -0.88795, 3.12271], [-1.88407, -0.11704, 3.75139], [-1.83186, 1.20671, 3.97859], [-0.81544, 1.99198, 3.61889], [0.28665, 1.65533, 2.91257], [1.11913, 2.71687, 2.83594], [2.36035, 2.74779, 2.35326], [3.00853, 1.68518, 1.85096], [2.51565, 0.46471, 1.54466], [4.47144, 1.67482, 1.65652], [5.44541, 2.65388, 1.82456], [0.47981, 3.87808, 3.49134], [0.87679, 5.19598, 3.64691], [0.01378, 6.05265, 4.31904], [-1.21276, 5.59286, 4.82509], [-1.59970, 4.26714, 4.66639], [-0.73392, 3.42443, 3.98535], [-2.99464, -0.96918, 4.22915], [-4.19998, -0.67670, 4.85415], [-5.05416, -1.73412, 5.13847], [-4.70063, -3.05528, 4.81074], [-3.49366, -3.33641, 4.18950], [-2.65128, -2.27299, 3.90033], [1.22065, -2.12122, 1.79962], [7.55182, 3.03504, 1.70784], [8.14820, 0.72599, 1.06479], [6.38074, -1.01673, 0.81228], [4.55986, -4.45315, 0.80205], [4.20550, -6.88356, 1.22848], [2.08200, -7.69221, 2.20493], [0.25452, -6.09219, 2.76728], [5.16798, 3.66037, 2.12156], [1.82566, 5.53848, 3.24655], [0.28679, 7.09381, 4.44900], [-1.86669, 6.28471, 5.34371], [-2.54596, 3.89700, 5.04853], [-4.45627, 0.34728, 5.10164], [-6.00688, -1.54236, 5.61885], [-5.38605, -3.86258, 5.04226], [-3.21189, -4.35052, 3.92742], [-1.95039, -1.44880, -3.12125], [-1.39112, -0.55865, -4.21325], [-1.64731, -0.89164, -5.54602], [-1.13742, -0.14407, -6.60389], [-0.32785, 0.94519, -6.32964], [-0.06035, 1.28941, -5.00341], [-0.60130, 0.58158, -3.92614], [-0.36552, 1.14396, -2.15723], [1.05051, 2.31638, -2.33065], [2.26767, 1.74774, -1.93598], [3.45803, 2.46785, -1.92979], [3.42950, 3.79789, -2.31992], [2.22538, 4.37565, -2.71226], [1.02409, 3.66140, -2.72598], [-0.24923, 4.36888, -3.12801], [-1.89587, 2.07844, -1.85734], [-3.01976, 2.03015, -2.69264], [-4.24408, 2.57634, -2.34698], [-4.33851, 3.20822, -1.08539], [-3.25839, 3.31725, -0.25380], [-1.94626, 2.81061, -0.60385], [-0.83603, 3.04938, 0.20789], [-2.55486, -2.25409, -3.54584], [-2.57169, -0.89939, -2.41320], [-1.14543, -1.89700, -2.52840], [-2.27840, -1.75316, -5.75165], [-1.36949, -0.41773, -7.62800], [0.09206, 1.53801, -7.13654], [0.56474, 2.15383, -4.80928], [2.28029, 0.71012, -1.60941], [4.38056, 1.99950, -1.60071], [4.33797, 4.39088, -2.31226], [2.20815, 5.42059, -3.01052], [-0.00907, 5.31862, -3.61158], [-0.86954, 4.56743, -2.24820], [-0.86117, 3.77382, -3.80871], [-2.94212, 1.53690, -3.65344], [-5.09545, 2.50793, -3.01309], [-5.29081, 3.62480, -0.76778], [-3.36018, 3.81824, 0.70658], [-0.94794, 3.67009, 1.09482], [0.17952, 2.93154, -0.15945], [1.22818, -3.33492, -1.53669], [1.78697, -2.93655, -3.03566], [1.10012, -2.80590, -4.17264], [1.79288, -2.12974, -5.27400], [3.25919, -2.50059, -5.10231], [3.48075, -2.61972, -3.31227], [0.09802, -2.71149, -4.08072], [1.64242, -1.05437, -5.20493], [1.40798, -2.47233, -6.23079], [3.91850, -1.73318, -5.50050], [3.49464, -3.45907, -5.56102], [-2.88482, -5.10141, 0.27391], [-2.95082, -3.60648, 0.30557], [-3.96759, -2.72322, 0.58703], [-3.38033, -1.43659, 0.52772], [-2.08666, -1.52108, 0.23030], [-1.86339, -2.84968, 0.07512], [-4.01557, -0.09222, 0.73508], [-3.88539, -5.52540, 0.18826], [-2.42471, -5.48306, 1.19158], [-2.28635, -5.45762, -0.56892], [-4.99403, -2.96549, 0.82499], [-0.93682, -3.17732, -0.14889], [-5.09502, -0.15577, 0.58998], [-3.62069, 0.64249, 0.02902], [-3.84238, 0.29331, 1.74593]],
  "lowdin_charge": [1.811, -0.095, -0.096, -0.023, -0.117, -0.298, 0.202, -0.349, -0.156, -0.025, -0.093, -0.096, -0.028, -0.125, -0.313, 0.196, -0.308, -0.060, -0.306, 0.199, -0.295, -0.080, -0.306, 0.204, -0.288, -0.064, -0.118, -0.022, -0.119, -0.016, -0.089, -0.090, -0.018, -0.113, -0.118, -0.021, -0.090, -0.092, -0.027, -0.115, -0.054, 0.092, 0.092, 0.109, 0.111, 0.092, 0.091, 0.105, 0.109, 0.111, 0.093, 0.093, 0.110, 0.110, 0.092, 0.092, 0.108, -0.070, -0.301, -0.072, -0.103, -0.097, -0.088, -0.296, 1.060, -0.358, -0.117, -0.084, -0.085, -0.050, -0.268, -0.039, -0.379, -0.145, -0.143, -0.140, -0.089, -0.389, -0.116, 0.082, 0.067, 0.027, 0.106, 0.096, 0.099, 0.095, 0.081, 0.101, 0.097, 0.104, 0.073, 0.083, 0.069, 0.090, 0.073, 0.088, 0.101, 0.036, 0.006, 0.692, -1.153, -0.039, -0.223, -0.432, 0.928, 0.104, 0.107, 0.119, 0.077, 0.074, -0.015, -0.307, 0.010, -0.341, -0.035, 0.022, 0.001, 0.075, 0.073, 0.079, 0.109, 0.054, 0.082, 0.059, 0.073],
  "homo_lumo_gap_ev": [4.29, 4.28],
  "homo_energy_ev": [-3.03, -3.03],
  "total_charge": -1,
  "max_force_ev_per_a": 3.47,
  "e_tot_ev": -112103.0021
}